1.
29
Properties=species:S:1:pos:R:3:forces:R:3 method="wB97M-V/def2-TZVPD" lumo_ev=0.9 homo_lumo_gap_ev=8.8 charge=0 homo_ev=-7.842
C 1.733 -0.289 -0.218 0.1 0.0 0.0
C 1.936 -1.699 0.365 -0.1 0.1 0.0
C 3.066 0.328 -0.637 -0.1 -0.1 0.1
C 0.636 -2.406 0.750 0.1 0.1 0.0
N 1.037 0.648 0.674 0.1 -0.1 0.0
H 1.103 -0.382 -1.109 0.0 0.0 0.0
H 1.566 0.763 1.534 0.0 0.0 0.0
H 0.120 0.293 0.924 0.0 -0.1 0.0
H 2.468 -2.305 -0.375 0.0 0.0 0.0
H 2.590 -1.629 1.242 0.0 0.0 0.0
H 2.912 1.316 -1.072 0.0 0.0 0.0
H 3.574 -0.304 -1.368 0.0 0.0 0.0
H 3.726 0.433 0.230 0.0 0.0 0.0
H -0.044 -2.457 -0.102 0.0 0.0 0.0
H 0.115 -1.880 1.552 0.0 0.0 0.0
H 0.830 -3.423 1.097 0.0 0.0 0.0
C -1.723 2.738 0.240 -0.1 -0.2 -0.1
C -1.968 -0.051 -1.695 0.4 0.5 -0.4
C -2.306 0.272 -0.351 -0.9 0.8 0.2
C -2.742 -0.262 0.783 0.4 0.1 -0.1
O -2.520 1.801 -0.536 0.3 -0.2 0.8
H -2.074 2.706 1.270 0.0 0.0 0.0
H -1.910 3.725 -0.180 0.0 -0.1 0.0
H -0.667 2.468 0.197 -0.1 0.0 -0.1
H -2.325 1.473 -1.653 0.0 -1.0 -0.4
H -2.367 -0.975 -2.097 -0.1 0.1 0.0
H -0.925 0.113 -1.963 0.1 -0.1 0.1
H -3.265 0.303 1.541 0.0 0.1 0.0
H -2.577 -1.315 0.957 0.0 0.0 0.0

***

2.
14
Properties=species:S:1:pos:R:3:forces:R:3 method="wB97M-V/def2-TZVPD" smiles=C#CCC1CC1 lumo_ev=1.2 homo_lumo_gap_ev=11.1 charge=0 homo_ev=-9.929
C -1.576 0.960 -1.478 -1.8 1.7 0.5
C -0.895 -0.012 -1.268 0.7 -0.7 1.1
C -0.016 -1.118 -0.674 -1.9 0.4 0.8
C 0.797 -0.650 0.542 1.4 -1.6 -0.9
C 0.200 0.072 1.687 -0.4 1.5 1.5
C 1.121 0.777 0.715 1.6 -0.1 -0.2
H -2.331 1.847 -1.441 2.0 -2.3 -0.5
H 0.667 -1.492 -1.424 0.0 -0.3 -0.2
H -0.704 -1.928 -0.254 0.8 0.8 -1.1
H 1.689 -1.336 0.721 -1.5 0.7 0.0
H -0.844 0.472 1.504 1.1 -1.0 0.9
H 0.677 -0.041 2.782 -1.7 0.2 -2.7
H 0.937 1.451 -0.115 -0.8 0.1 0.5
H 2.123 0.850 1.080 0.5 0.5 0.2

***

3.
74
Properties=species:S:1:pos:R:3:forces:R:3 method="wB97M-V/def2-TZVPD" multiplicity=2 s2=0.75 lumo_ev="-3.1 / -3.0" homo_lumo_gap_ev="7.9 / 8.0" charge=+1 homo_ev="-11.037 / -11.008"
Ce 0.734 2.286 0.703 2.8 -2.8 1.1
C 0.159 4.098 -0.899 -1.0 1.1 1.2
C -1.118 3.768 -0.315 0.8 0.7 0.1
C 0.241 4.598 1.383 -0.6 0.9 -1.6
C 0.994 4.641 0.147 -1.7 0.7 0.2
C -1.058 4.057 1.086 0.5 0.7 -0.7
C 0.597 3.802 -2.291 0.2 -0.1 -0.2
H -0.082 3.102 -2.786 0.0 0.2 0.0
H 1.594 3.342 -2.288 0.0 0.1 -0.1
H 0.667 4.707 -2.906 0.0 -0.2 0.1
C 2.439 4.997 0.022 0.2 -0.1 0.1
H 2.855 4.672 -0.932 0.0 0.2 0.0
H 3.062 4.537 0.802 -0.1 0.1 0.0
H 2.557 6.078 0.112 0.1 0.0 -0.1
C 0.761 4.925 2.741 0.2 -0.1 0.2
H 0.882 6.007 2.843 0.0 -0.1 0.1
H 1.737 4.464 2.950 0.0 0.1 -0.1
H 0.086 4.570 3.522 0.0 0.2 0.0
C -2.140 3.797 2.084 -0.1 -0.1 0.1
H -2.701 4.707 2.321 0.1 -0.1 0.0
H -1.721 3.416 3.021 -0.1 0.1 0.0
H -2.851 3.056 1.709 0.0 0.1 0.1
C -2.247 3.063 -0.996 -0.2 -0.1 0.0
H -3.050 3.749 -1.298 0.2 -0.1 0.1
H -2.700 2.325 -0.322 0.0 0.0 -0.1
H -1.911 2.534 -1.892 -0.1 0.1 0.0
C 0.826 -4.636 -2.317 0.3 0.3 -0.7
C 0.012 -4.104 -3.241 0.6 -0.5 -0.2
C -1.398 -4.514 -3.569 -0.3 0.1 0.3
C -2.193 -5.176 -2.419 -0.4 -0.2 -0.7
C -2.233 -4.382 -1.152 0.0 0.2 0.9
C -1.342 -4.401 -0.146 -0.9 -0.2 -0.1
C -0.108 -5.245 -0.020 0.3 -0.1 -0.2
C 0.508 -5.735 -1.350 0.3 -0.4 0.6
H -1.422 -5.210 -4.424 0.2 0.3 0.2
H -1.818 -6.190 -2.257 -0.3 0.3 0.0
H -1.929 -3.614 -3.912 0.0 -0.2 0.1
H -0.139 -6.499 -1.787 0.3 0.2 0.1
H 1.888 -4.335 -2.307 -0.6 0.2 0.0
H 0.422 -3.382 -3.959 0.1 -0.2 0.4
H 1.452 -6.247 -1.097 -0.3 0.1 -0.1
H 0.638 -4.656 0.537 0.0 -0.2 -0.1
H -1.567 -3.826 0.764 -0.1 -0.1 -0.4
H -0.305 -6.137 0.600 -0.1 0.3 -0.1
H -3.232 -5.289 -2.774 0.4 0.0 0.1
H -3.157 -3.796 -1.028 0.6 0.0 0.1
P 0.801 -0.230 -0.744 0.6 -0.3 -0.7
P -0.449 0.177 2.340 -0.4 -0.4 0.2
C 0.474 -1.688 0.324 -0.1 0.1 0.1
C 0.386 -1.402 1.839 0.2 0.4 0.3
H 1.280 -2.400 0.129 -0.2 -0.1 0.1
H -0.450 -2.140 -0.042 0.0 0.0 0.0
H -0.142 -2.205 2.361 0.1 -0.1 -0.1
H 1.392 -1.330 2.266 0.0 -0.1 0.0
C -0.128 0.432 4.121 0.3 -0.2 0.1
H -0.708 1.300 4.469 0.0 -0.3 -0.1
H 0.932 0.673 4.290 -0.3 -0.3 0.0
H -0.424 -0.466 4.687 0.2 0.4 0.0
C -2.208 -0.264 2.341 -0.2 0.0 -0.2
H -2.344 -1.231 2.853 -0.2 0.4 -0.2
H -2.569 -0.316 1.303 0.0 -0.2 0.3
H -2.758 0.540 2.845 0.0 -0.3 0.0
C 2.519 -0.441 -1.385 -0.1 0.0 0.1
H 2.781 0.436 -2.003 -0.1 -0.4 0.2
H 2.559 -1.355 -2.008 0.2 0.4 0.4
H 3.234 -0.472 -0.546 -0.2 -0.1 -0.3
C -0.154 -0.434 -2.275 -0.4 -0.3 0.0
H -1.207 -0.190 -2.074 0.2 -0.3 -0.1
H -0.056 -1.461 -2.676 -0.1 0.5 0.1
H 0.217 0.310 -2.991 0.0 -0.3 0.0
F 3.512 2.355 2.967 0.0 -0.2 -0.3
C 3.194 1.654 1.810 -0.4 0.3 -0.2
F 4.266 1.903 0.961 -0.2 -0.1 0.2
F 3.363 0.319 2.173 0.0 0.1 0.0

***

4.
20
Properties=species:S:1:pos:R:3:forces:R:3 method="wB97M-V/def2-TZVPD" smiles="C/C=C/CN.O.O" lumo_ev=0.7 homo_lumo_gap_ev=9.6 charge=0 homo_ev=-8.892
N 0.132 1.346 2.168 -0.4 0.2 -0.1
C 1.209 0.604 1.613 1.1 -0.4 -0.4
C 0.977 -1.172 -1.849 0.5 1.0 0.5
C 0.561 -0.645 -0.485 1.1 -1.6 0.3
C 1.172 0.372 0.114 -0.7 0.7 0.0
H -0.745 0.900 2.350 0.0 0.0 0.2
H 0.340 2.207 2.639 -0.2 -0.2 0.1
H 1.423 -0.409 1.997 -0.6 0.2 0.7
H 2.120 1.169 1.868 -0.2 -0.2 -0.3
H 1.234 -0.274 -2.429 -0.4 -0.6 -0.7
H 1.942 -1.649 -1.668 0.0 -0.2 -0.1
H 0.359 -1.958 -2.294 -0.3 0.7 -0.2
H 0.112 -1.433 0.122 -0.2 0.4 0.3
H 1.665 1.137 -0.470 0.2 0.0 -0.4
H -1.568 1.405 -1.416 0.3 0.2 -0.8
H -2.114 1.880 -0.216 -0.3 0.8 0.3
O -2.018 2.207 -1.123 0.2 -1.0 0.6
H -2.076 -2.512 0.186 0.2 0.0 -0.5
H -2.222 -1.459 -0.983 0.7 -0.1 -1.1
O -2.503 -1.713 -0.124 -1.0 0.1 1.5

***

5.
14
Properties=species:S:1:pos:R:3:forces:R:3 method="wB97M-V/def2-TZVPD" lumo_ev=0.9 homo_lumo_gap_ev=10.5 charge=0 homo_ev=-9.600
O 1.257 2.221 -0.933 -0.6 -0.4 0.1
C 0.291 1.692 -0.533 -1.4 2.1 -0.9
C 1.345 -0.102 0.469 0.1 -0.4 1.0
C 0.527 -1.232 -0.077 -0.2 0.0 0.2
C -0.789 -1.101 -0.224 0.2 0.1 0.0
C -1.555 0.189 -0.008 -0.2 0.0 -0.1
N -0.814 1.443 -0.073 -0.1 0.3 -1.0
H 1.687 -0.247 1.479 0.7 -1.1 0.5
H 2.229 0.120 -0.156 -0.7 0.3 0.4
H 1.021 -2.169 -0.334 -0.1 0.1 0.1
H -1.401 -1.950 -0.531 0.1 0.2 0.0
H -2.101 0.149 0.943 0.1 0.1 -0.1
H -2.311 0.281 -0.790 -0.1 -0.2 0.1
H 0.613 0.706 0.767 2.1 -1.3 -0.1

***

6.
25
Properties=species:S:1:pos:R:3:forces:R:3 method="wB97M-V/def2-TZVPD" lumo_ev=-2.8 homo_lumo_gap_ev=9.1 charge=+1 homo_ev=-11.982
K -9.101 3.381 22.807 -1.0 -6.0 2.7
C -11.086 4.410 20.941 0.9 0.3 0.9
O -10.372 4.286 21.914 -6.2 5.7 -5.2
N -12.328 4.671 21.116 -4.3 1.1 -0.7
N -10.710 4.302 19.680 0.7 -0.2 -2.2
H -12.740 5.032 20.268 -1.1 0.1 0.7
H -12.662 4.929 22.034 0.0 0.1 -0.3
H -11.431 4.403 18.980 0.6 -0.2 -0.2
H -9.795 3.946 19.445 -0.7 0.6 0.1
C -7.207 2.341 24.528 -3.0 0.3 3.1
O -8.141 3.155 24.410 5.6 -0.9 7.8
N -6.322 2.108 23.615 2.3 -0.1 -2.2
N -7.109 1.511 25.588 0.3 -0.6 0.2
H -5.648 1.368 23.753 0.1 0.6 -0.4
H -6.222 2.853 22.940 0.4 -0.5 -0.3
H -7.721 1.560 26.390 0.3 0.0 -0.3
H -6.327 0.877 25.510 -0.5 -0.2 1.0
C -7.681 3.339 20.468 3.8 2.5 5.0
O -7.454 3.482 21.687 4.2 0.4 -4.3
N -7.142 4.056 19.538 2.0 2.8 -2.1
N -8.430 2.480 19.958 -4.7 -5.1 -2.1
H -6.437 4.721 19.823 0.0 -0.1 -0.6
H -7.222 3.656 18.614 0.9 0.9 -0.1
H -9.002 1.867 20.520 0.0 -0.1 -0.5
H -8.621 2.702 18.991 -0.7 -1.5 0.2